The following is a quantum chemistry calculation of a structure of composition C2H4ClNO7, from the Open Molecules 2025 dataset.

Structure (XYZ):
```
15
Properties=species:S:1:pos:R:3:forces:R:3
C 0.52514 -0.44872 6.56316 -0.034 -0.570 -0.595
C -0.84784 0.12748 6.34234 -0.116 -0.116 2.238
O -1.72934 -0.72014 5.63147 -0.106 0.364 -0.365
N -3.16289 -0.40732 5.86440 0.630 -0.235 -0.626
O -3.88373 -0.97338 5.07799 1.168 0.976 1.526
O -3.35070 0.34869 6.77026 -0.720 -0.514 -0.611
Cl -0.57952 1.73898 5.73714 -0.783 1.049 -0.789
O 1.06682 -0.38479 5.25047 1.406 -1.085 -0.008
O 2.25624 -1.20857 5.30253 1.021 -0.512 -0.280
H 1.09315 0.18606 7.29234 -0.459 -0.495 -0.654
H 0.36491 -1.46321 6.99651 0.606 0.333 -0.691
H -1.17913 0.24723 7.37445 -0.654 0.137 -0.198
H 2.99903 -1.11197 4.48701 -3.467 0.759 2.335
O 3.97694 -1.19006 3.65193 3.221 -4.014 -1.283
O 4.47905 -2.35826 3.65842 -1.713 3.922 0.001
```
Positions in Å, forces in eV/Å.

Properties
Max |F|   5.30 eV/Å
DFT total energy   -1119.78221 a.u.
Charge   0
Spin multiplicity   1
Kohn-Sham gap (spin up / spin down)   6.943 / 6.199 eV

natural (NBO) atomic charge list, values in e, 8 entries: C -0.094; C 0.022; O -0.376; N 0.730; O -0.296; O -0.322; Cl -0.016; O -0.278


The following is a quantum chemistry calculation of the molecule C4H11N3O3S2, from the Open Molecules 2025 dataset.

Structure (XYZ):
```
23
Properties=species:S:1:pos:R:3:forces:R:3
C -0.26844 2.94070 -1.17640 -0.780 -1.198 -2.115
N -0.26142 2.06077 -0.03714 -0.811 0.198 1.385
C -0.90347 0.78112 -0.35728 2.250 0.839 -0.345
N 0.27768 -0.07077 -0.73962 -1.495 -3.533 1.623
C -0.01357 -1.68162 -0.55692 -1.189 2.378 -3.391
S -0.98214 -2.21544 0.87419 0.569 0.145 1.441
O -0.25391 -1.93192 2.08192 -0.575 0.496 0.256
O -2.33426 -1.76837 0.73983 0.686 -0.588 -0.418
O -0.93715 -3.80878 0.88129 -0.517 0.125 -1.282
C 1.44973 0.43833 0.01130 -0.031 -0.001 0.672
S 2.30369 -0.57074 1.39194 -0.407 0.870 -0.887
N 1.07872 1.82555 0.35727 0.412 -0.517 1.157
H -0.00974 3.99801 -0.98217 0.066 -0.791 0.083
H 0.45072 2.39353 -1.88520 -0.877 1.571 0.077
H -1.34686 2.87982 -1.59718 1.846 0.496 0.453
H -1.51648 0.40486 0.41980 -0.271 -0.401 1.033
H -1.51045 0.96243 -1.21420 -0.527 -0.276 -0.692
H -0.77861 -1.97235 -1.42583 1.745 0.775 1.662
H 0.95057 -2.16787 -0.78997 -0.634 -0.053 0.842
H -0.10329 -4.04041 1.30886 0.100 -0.157 0.187
H 2.25570 0.45924 -0.68324 0.693 0.038 -0.594
H 1.19652 -0.99427 2.02383 0.243 0.279 0.031
H 1.25647 2.07817 1.35489 -0.496 -0.697 -1.177
```
Positions in Å, forces in eV/Å.

Properties
Max |F|   4.31 eV/Å
SMILES string   CN1CN(CS(=O)(=O)O)[C@H](S)N1
DFT total energy   -1345.24707 a.u.
Charge   0
Spin multiplicity   1
Kohn-Sham gap   8.940 eV

natural (NBO) atomic charge list, values in e, 8 entries: C -0.407; N -0.295; C -0.076; N -0.438; C -0.530; S 2.347; O -0.971; O -0.893


The following is a quantum chemistry calculation of a structure of composition C36H28Cl3GeInOP2S, from the Open Molecules 2025 dataset.

Structure (XYZ):
```
73
Properties=species:S:1:pos:R:3:forces:R:3
In -3.18790 -0.50370 -1.03621 -0.120 0.531 0.195
O -1.71073 0.97597 -1.53835 0.174 -0.166 -0.189
S -0.32623 0.87078 -0.84185 0.140 -0.056 -0.083
C 0.76231 1.77908 -1.88945 -0.080 0.227 -0.047
C 0.38541 3.05363 -2.29737 -0.140 0.000 -0.106
C 1.16814 3.74631 -3.20812 0.021 -0.059 0.006
C 2.31354 3.15372 -3.71904 -0.003 -0.043 0.021
C 2.67710 1.86959 -3.33070 -0.016 0.069 -0.056
C 1.91334 1.16497 -2.40314 0.082 -0.053 0.115
P 2.45955 -0.49806 -1.94207 0.039 -0.168 -0.024
C 3.27564 -1.39395 -3.24165 0.028 0.039 -0.036
C 4.54399 -1.02247 -3.70906 0.076 -0.007 0.144
C 5.14553 -1.76637 -4.70651 -0.014 -0.031 -0.030
C 4.49859 -2.88093 -5.23092 -0.006 0.008 0.007
C 3.25361 -3.26399 -4.75315 0.013 -0.001 -0.019
C 2.63621 -2.52282 -3.75830 -0.072 0.020 -0.070
C 3.32011 -0.55661 -0.41875 -0.004 0.155 0.058
C 2.98981 0.31635 0.63666 0.049 0.056 -0.020
C 3.68992 0.25511 1.82054 -0.048 -0.002 -0.029
C 4.71388 -0.68039 1.97294 0.022 -0.006 0.023
C 5.03284 -1.56089 0.94470 0.006 -0.021 0.013
C 4.33181 -1.51904 -0.24343 -0.025 -0.091 -0.021
C -0.52449 1.85551 0.62737 -0.028 -0.099 0.071
C 0.15652 3.03557 0.86642 0.181 -0.013 0.035
C -0.06320 3.72925 2.05336 -0.003 -0.017 -0.017
C -0.96319 3.24475 2.98445 0.004 -0.007 0.009
C -1.64610 2.05747 2.74174 0.028 0.020 0.005
C -1.42146 1.33429 1.57483 -0.161 0.124 -0.015
P -2.38094 -0.19939 1.37176 -0.012 -0.333 0.207
C -3.99609 0.13964 2.07378 -0.003 0.034 0.072
C -4.56755 -0.70366 3.02316 0.019 -0.035 -0.024
C -5.84150 -0.42277 3.49676 -0.046 0.026 -0.008
C -6.53726 0.68034 3.02084 0.010 -0.006 0.010
C -5.97064 1.51488 2.06211 -0.033 -0.025 0.000
C -4.70089 1.24654 1.58373 0.015 0.016 -0.043
C -1.57631 -1.56547 2.19574 0.058 -0.009 -0.049
C -0.96454 -1.38220 3.43811 0.005 0.053 0.006
C -0.42536 -2.47146 4.10056 -0.004 -0.024 0.001
C -0.49202 -3.73782 3.53096 0.000 -0.002 0.008
C -1.09107 -3.92251 2.29237 -0.004 0.001 0.006
C -1.62934 -2.83623 1.62254 -0.058 -0.007 -0.051
H -0.53910 3.48918 -1.93902 0.017 -0.009 0.037
H 0.87367 4.73541 -3.53073 -0.002 0.007 0.006
H 2.92598 3.68274 -4.43672 -0.006 0.005 -0.008
H 3.55549 1.41990 -3.77030 0.010 -0.026 0.008
H 5.07886 -0.18715 -3.27324 -0.030 0.030 -0.004
H 6.12482 -1.48682 -5.07002 0.002 0.011 0.004
H 4.97568 -3.45869 -6.01096 0.004 -0.007 0.001
H 2.76579 -4.14126 -5.15454 -0.012 0.001 0.002
H 1.66540 -2.82649 -3.38620 0.001 0.013 -0.006
H 2.21136 1.05940 0.51254 0.043 0.022 0.000
H 3.45866 0.93708 2.62721 -0.007 0.008 -0.001
H 5.26656 -0.72062 2.90209 0.013 0.005 0.000
H 5.83254 -2.27683 1.07375 -0.007 -0.016 -0.002
H 4.56928 -2.21166 -1.04016 0.018 0.015 -0.009
H 0.87521 3.41784 0.15511 -0.041 0.009 -0.018
H 0.46757 4.65368 2.23591 0.003 0.004 -0.001
H -1.14440 3.78708 3.90254 0.001 0.006 0.001
H -2.36579 1.70269 3.46905 -0.013 -0.004 -0.008
H -4.02924 -1.56633 3.39530 0.020 0.010 0.005
H -6.28926 -1.06363 4.24369 0.000 -0.009 0.005
H -7.52614 0.89583 3.40239 -0.008 -0.001 -0.006
H -6.51658 2.37467 1.69841 -0.002 0.004 -0.006
H -4.24979 1.92243 0.85984 0.009 0.000 0.011
H -0.91093 -0.40101 3.89296 -0.013 0.007 -0.003
H 0.03837 -2.33637 5.06796 0.008 0.005 0.005
H -0.07730 -4.58636 4.05802 0.006 -0.005 0.004
H -1.14420 -4.90924 1.85388 0.003 -0.009 -0.003
H -2.10374 -2.99234 0.65751 0.002 0.010 0.017
Cl -6.99197 -0.59658 -1.09873 -0.061 0.008 0.050
Ge -5.40371 -0.02594 -2.34654 -0.040 -0.291 -0.190
Cl -5.44781 -0.97566 -4.21395 0.003 0.015 -0.008
Cl -5.19636 2.07205 -2.50441 -0.009 0.084 0.043
```
Positions in Å, forces in eV/Å.

Properties
Max |F|   0.58 eV/Å
DFT total energy   -6191.54559 a.u.
Charge   +3
Spin multiplicity   2
Kohn-Sham gap (spin up / spin down)   6.728 / 6.317 eV

Löwdin atomic charge list, values in e, 8 entries: In 0.819; O -0.623; S 1.015; C -0.400; C -0.054; C -0.001; C 0.003; C -0.031


The following is a quantum chemistry calculation of the molecule C4H7ClO2, from the Open Molecules 2025 dataset.

Structure (XYZ):
```
14
Properties=species:S:1:pos:R:3:forces:R:3
O 1.85361 0.21744 0.01672 2.537 -2.487 2.612
C 1.20095 -1.07753 -0.16428 1.647 0.285 0.529
C -0.26713 -1.08534 -0.06465 -0.863 -0.934 0.647
C -1.22500 -0.19440 0.18872 -0.408 1.965 -0.916
Cl -2.95616 -0.48079 -0.13284 0.739 -1.006 0.333
C -1.10805 1.35708 0.41334 -2.786 -0.582 0.454
O -0.43300 2.06285 -0.50733 5.121 -2.368 -5.313
H 2.69593 -0.07555 0.59001 -2.713 1.656 -1.970
H 1.69222 -1.95398 0.40084 -0.864 1.555 0.025
H 1.47726 -1.37799 -1.15302 -0.249 -0.225 -1.124
H -0.51976 -2.13535 -0.20285 -0.769 0.167 -0.318
H -0.53664 1.56168 1.29538 -0.680 -0.241 1.634
H -2.19120 1.84274 0.26577 2.120 -1.366 1.563
H 0.31699 1.33914 -0.94580 -2.832 3.580 1.844
```
Positions in Å, forces in eV/Å.

Properties
Max |F|   7.75 eV/Å
SMILES string   OC/C=C(/Cl)CO
DFT total energy   -767.16965 a.u.
Charge   0
Spin multiplicity   1
Kohn-Sham gap   9.764 eV

natural (NBO) atomic charge list, values in e, 8 entries: O -0.735; C -0.107; C -0.267; C -0.009; Cl -0.028; C -0.099; O -0.708; H 0.488


The following is a quantum chemistry calculation of the molecule C2H6O5, from the Open Molecules 2025 dataset.

Structure (XYZ):
```
13
Properties=species:S:1:pos:R:3:forces:R:3
O -0.59096 -1.34489 -0.53720 -0.687 -1.091 -0.636
C 0.01937 -0.15046 -0.73419 -0.527 2.891 2.417
O 1.39750 -0.23940 -0.82213 1.590 -1.304 1.268
C -0.54949 0.74640 0.71826 0.380 -2.763 -2.639
O 0.46862 1.53304 1.12516 0.336 2.068 -0.487
O -0.82668 -0.09567 1.77982 -0.793 -1.483 -0.270
O -1.69209 1.41451 0.28335 -0.038 2.046 0.087
H -0.56809 -1.82759 -1.36591 -0.058 -0.413 -0.138
H -0.25019 0.46302 -1.65282 -0.176 -0.897 1.047
H 1.83459 -0.84751 -0.12023 -1.592 1.561 -1.458
H 0.57017 2.21379 0.41049 0.303 -0.907 0.974
H -1.39367 -0.90781 1.54571 1.374 2.138 -0.109
H -1.63379 2.39666 0.48486 -0.112 -1.846 -0.055
```
Positions in Å, forces in eV/Å.

Properties
Max |F|   3.84 eV/Å
SMILES string   OC(O)C(O)(O)O
DFT total energy   -455.97300 a.u.
Charge   0
Spin multiplicity   1
Kohn-Sham gap   9.862 eV

natural (NBO) atomic charge list, values in e, 8 entries: O -0.724; C 0.320; O -0.735; C 0.716; O -0.687; O -0.722; O -0.741; H 0.480